Below is C18H40GaMgO as an isolated structure in a non-equilibrium geometry, with properties calculated with the ωB97M-V functional and the def2-TZVPD basis.

Positions of all 61 atoms, in Å:
C 2.40871 -1.02579 4.22052
C 1.05443 -1.93724 3.92055
C 0.78544 -2.17818 2.31655
C -0.58742 -1.36507 1.81484
C -0.20560 0.23664 1.88812
C -1.40510 1.16390 2.58631
C -1.06191 2.73555 2.12929
C -2.41002 3.61941 1.82378
C -2.96461 3.53116 0.28342
C -2.91420 2.03711 -0.39078
C -3.03992 2.23231 -2.01351
C -1.79542 1.62350 -2.88840
C -0.30023 2.02720 -2.35093
C 0.65677 0.68300 -2.62334
C 2.17675 0.88547 -2.00331
C 3.03418 -0.50934 -1.90756
Ga 2.57672 -1.92037 -3.34867
C 2.39391 -3.79917 -2.46856
C 0.81854 -4.22268 -2.28190
O 0.59693 -5.60652 -2.80693
H 2.80591 -1.27441 5.29812
H 3.26751 -1.19584 3.42544
H 2.16658 0.13606 4.18162
H 0.10458 -1.34661 4.32936
H 1.18422 -2.94938 4.53853
H 0.64977 -3.31763 2.05238
H 1.69879 -1.80356 1.64537
H -0.75581 -1.65711 0.67323
H -1.50032 -1.67428 2.48069
H 0.77614 0.45901 2.50888
H 0.02128 0.57835 0.77677
H -1.30877 1.05481 3.77104
H -2.47789 0.88024 2.20562
H -0.27757 2.73153 1.23193
H -0.51832 3.21429 3.05360
H -2.10465 4.75963 2.00266
H -3.25841 3.40953 2.63662
H -2.46508 4.30247 -0.45094
H -4.11702 3.83597 0.32829
H -1.94209 1.42325 -0.17235
H -3.83761 1.38945 -0.02547
H -3.23152 3.36268 -2.26641
H -4.01811 1.63904 -2.34671
H -1.88943 2.08577 -3.98421
H -1.91981 0.44498 -3.01448
H -0.23034 2.28471 -1.21178
H 0.20775 2.91857 -2.96165
H 0.69857 0.45813 -3.79493
H 0.19592 -0.24824 -2.03575
H 2.68462 1.72333 -2.66670
H 2.09081 1.32439 -0.92095
H 4.17077 -0.22361 -2.04029
H 2.92806 -0.90533 -0.79010
H 3.74179 -1.98006 -4.48208
H 1.20101 -1.63807 -4.13465
H 2.91025 -3.87780 -1.40413
H 2.94416 -4.57970 -3.16436
H 0.55467 -4.26009 -1.12630
H 0.08466 -3.50188 -2.85116
H -0.36450 -5.61120 -3.09621
Mg -0.68852 -0.58226 5.90194

Forces on atoms 1 to 2 (eV/Å):
C -0.2 0.5 0.2
C 1.5 -0.2 -0.4

Computed properties:
E_HOMO: -0.3589 hartree
HOMO-LUMO gap: 1.54 eV
net charge: +1

Mulliken atomic charges, in units of e: number 1, C, carries -0.8470; number 2, C, carries 0.2304; number 3, C, carries -0.2027; number 4, C, carries -0.6913; number 5, C, carries 0.7281; number 6, C, carries 0.1437; number 7, C, carries -0.5055; number 8, C, carries -0.7943; number 9, C, carries -0.7011; number 10, C, carries 0.4337; number 11, C, carries -0.8548; number 12, C, carries -0.7048; number 13, C, carries -0.0504; number 14, C, carries -0.5173; number 15, C, carries -0.6330; number 16, C, carries -0.3906; number 17, Ga, carries 0.3634; number 18, C, carries -0.5785; number 19, C, carries -0.0662; number 20, O, carries -0.5093; number 21, H, carries 0.3242; number 22, H, carries 0.2572; number 23, H, carries 0.2721; number 24, H, carries -0.5154; number 25, H, carries 0.4826; number 26, H, carries 0.2874; number 27, H, carries -0.1191; number 28, H, carries 0.2757; number 29, H, carries 0.2944; number 30, H, carries 0.0437; number 31, H, carries -0.4691; number 32, H, carries -0.5110; number 33, H, carries 0.2653; number 34, H, carries 0.1302; number 35, H, carries 0.4414; number 36, H, carries 0.3003; number 37, H, carries 0.2753; number 38, H, carries 0.3455; number 39, H, carries 0.2521; number 40, H, carries -0.4271; number 41, H, carries 0.3850; number 42, H, carries 0.3619; number 43, H, carries 0.2557; number 44, H, carries 0.3162; number 45, H, carries 0.2804; number 46, H, carries -0.0827; number 47, H, carries 0.4019; number 48, H, carries 0.3849; number 49, H, carries 0.1246; number 50, H, carries 0.3608; number 51, H, carries 0.1894; number 52, H, carries 0.3922; number 53, H, carries 0.0773; number 54, H, carries -0.1825; number 55, H, carries -0.1413; number 56, H, carries 0.3080; number 57, H, carries 0.3553; number 58, H, carries 0.0701; number 59, H, carries 0.2439; number 60, H, carries 0.3375; number 61, Mg, carries 0.5029